(1)
Computed, not measured: a molecular structure, C18H22F6N2OSbY at a distorted geometry, with ωB97M-V/def2-TZVPD.

energy relative to the best compared isomer or geometry (same formula, charge and spin): 27.0 kcal/mol
expectation value of S²: 0.7774
HOMO (spin up / spin down): -11.9 / -11.9 eV
net charge: +1
spin multiplicity: 2

Last column: Mulliken spin population.
Element x y z (Å)
Y 0.774 0.541 1.014  0.011
C 3.359 -1.916 1.743  0.000
N 4.336 -1.195 0.948  0.000
C 4.080 -0.073 0.264  0.001
N 5.079 0.447 -0.473  0.000
O 2.962 0.492 0.274  -0.003
H 3.874 -2.452 2.536  0.000
H 2.792 -2.626 1.136  0.000
H 2.668 -1.220 2.218  0.000
H 5.230 -1.637 0.818  0.000
H 6.018 0.093 -0.456  0.000
H 4.900 1.290 -0.989  0.000
F -0.055 2.288 2.601  0.002
Sb 0.610 1.376 4.272  0.001
F 2.142 1.075 2.977  0.000
F 1.418 2.917 4.932  0.000
F 1.424 0.143 5.426  0.000
F -1.060 1.652 5.054  0.000
F -0.102 -0.198 3.211  0.000
C -0.359 -4.606 -0.826  0.000
C -1.163 -3.350 -1.181  0.000
C -2.585 -3.438 -0.608  -0.001
C -1.212 -3.166 -2.704  0.000
C -0.510 -2.180 -0.580  -0.004
C 0.019 -1.222 -0.050  0.005
H -0.853 -5.491 -1.229  0.000
H -0.274 -4.719 0.254  0.000
H 0.642 -4.548 -1.251  0.000
H -3.088 -4.326 -0.990  0.000
H -3.167 -2.562 -0.896  0.001
H -2.561 -3.494 0.479  0.000
H -1.719 -4.017 -3.160  0.000
H -0.206 -3.101 -3.116  0.000
H -1.751 -2.257 -2.968  0.000
C -4.158 2.535 -1.688  0.031
C -3.684 1.311 -1.211  0.048
C -2.383 1.190 -0.767  0.117
C -1.498 2.285 -0.787  0.090
C -0.150 2.231 -0.356  0.231
C 0.682 3.333 -0.413  0.017
C 0.178 4.562 -0.867  0.054
C -1.131 4.653 -1.287  0.224
C -1.991 3.538 -1.269  -0.033
C -3.326 3.629 -1.706  0.162
H -5.177 2.619 -2.036  0.003
H -4.348 0.459 -1.192  -0.003
H -2.027 0.228 -0.411  0.042
H 1.725 3.299 -0.106  -0.007
H 0.830 5.425 -0.879  0.006
H -1.520 5.599 -1.644  0.001
H -3.684 4.588 -2.060  0.003

(2)
Computed, not measured: C18H22FNO5S in the gas phase at a distorted geometry, with ωB97M-V/def2-TZVPD.

energy relative to the best compared isomer or geometry (same formula, charge and spin): 31.2 kcal/mol
HOMO: -8.6 eV
net charge: 0
SMILES: CCOCCCNC(=O)c1ccc(CS(=O)(=O)Cc2ccccc2F)o1
spin multiplicity: 1

Last column: Mulliken charge in e.
Element x y z (Å)
C -3.605 1.834 1.878  -0.961
C -2.994 1.021 3.017  -0.335
O -1.638 1.295 3.289  -0.364
C -1.347 2.513 3.948  -0.686
C -0.946 3.665 3.017  -0.371
C 0.302 3.335 2.192  -1.090
N 0.053 2.250 1.277  0.207
C -0.115 2.440 -0.047  -0.348
O 0.102 3.491 -0.625  -0.711
C -0.552 1.227 -0.765  1.213
C -0.779 1.025 -2.102  -1.080
C -1.177 -0.321 -2.239  -0.482
C -1.165 -0.853 -0.979  0.293
C -1.413 -2.219 -0.499  -1.162
S -0.097 -3.358 -1.116  1.176
O -0.040 -3.244 -2.546  -0.599
O -0.372 -4.656 -0.565  -0.686
C 1.492 -2.794 -0.385  -1.340
C 1.938 -1.476 -0.907  0.515
C 2.200 -1.285 -2.260  -0.180
C 2.624 -0.056 -2.733  -0.840
C 2.820 1.003 -1.861  -0.450
C 2.575 0.837 -0.510  -0.276
C 2.129 -0.390 -0.059  0.539
F 1.872 -0.540 1.263  -0.501
O -0.788 0.081 -0.081  -0.177
H -4.577 1.419 1.625  0.420
H -2.968 1.793 0.998  0.141
H -3.743 2.874 2.166  0.329
H -3.591 1.157 3.931  0.366
H -3.004 -0.041 2.752  0.285
H -2.201 2.818 4.568  0.426
H -0.504 2.289 4.611  0.346
H -0.744 4.541 3.635  0.428
H -1.760 3.908 2.335  0.130
H 1.125 3.057 2.859  0.369
H 0.596 4.200 1.593  0.499
H -0.260 1.386 1.700  0.280
H -0.671 1.759 -2.872  0.620
H -1.422 -0.841 -3.141  0.560
H -1.398 -2.278 0.585  0.353
H -2.329 -2.650 -0.896  0.520
H 1.335 -2.792 0.690  0.432
H 2.178 -3.594 -0.656  0.516
H 2.043 -2.108 -2.939  0.457
H 2.810 0.074 -3.787  0.428
H 3.155 1.960 -2.227  0.420
H 2.717 1.643 0.192  0.373

(3)
Computed, not measured: C18H22N2O4S in the gas phase at a distorted geometry, with ωB97M-V/def2-TZVPD.

energy relative to the best compared isomer or geometry (same formula, charge and spin): 27.8 kcal/mol
HOMO: -8.5 eV
net charge: 0
SMILES: COCCNC(=O)c1ccc(C)c(S(=O)(=O)Nc2ccc(C)cc2)c1
spin multiplicity: 1

Last column: Mulliken charge in e.
Element x y z (Å)
C 2.132 3.667 -4.443  -0.716
O 1.615 2.386 -4.694  -0.319
C 0.210 2.375 -4.839  -0.434
C -0.228 0.937 -5.113  -0.838
N 0.113 0.071 -4.010  -0.155
C -0.819 -0.350 -3.120  0.219
O -2.006 -0.139 -3.254  -0.677
C -0.270 -1.131 -1.967  0.248
C 0.847 -1.955 -2.075  -0.666
C 1.288 -2.683 -0.986  -0.943
C 0.644 -2.607 0.247  0.733
C 1.129 -3.387 1.423  -1.778
C -0.467 -1.778 0.337  0.614
S -1.378 -1.624 1.872  1.435
O -2.377 -0.611 1.726  -0.654
O -1.774 -2.922 2.338  -0.759
N -0.197 -1.134 2.973  -0.217
C 0.164 0.202 3.143  0.883
C 0.555 0.677 4.390  -0.763
C 0.953 1.992 4.543  -0.815
C 0.963 2.867 3.465  0.789
C 1.370 4.300 3.629  -1.371
C 0.569 2.382 2.223  -1.209
C 0.180 1.067 2.054  0.237
C -0.934 -1.065 -0.747  -0.596
H 1.902 4.356 -5.265  0.286
H 3.210 3.556 -4.353  0.238
H 1.726 4.084 -3.513  0.301
H -0.268 2.744 -3.919  0.340
H -0.094 3.025 -5.673  0.401
H 0.268 0.576 -6.017  0.312
H -1.312 0.896 -5.238  0.383
H 1.090 0.046 -3.768  0.321
H 1.358 -2.055 -3.022  0.533
H 2.147 -3.330 -1.090  0.406
H 1.798 -4.183 1.106  0.459
H 1.667 -2.730 2.106  0.274
H 0.284 -3.809 1.959  0.343
H -0.243 -1.676 3.823  0.294
H 0.547 0.011 5.241  0.325
H 1.253 2.343 5.520  0.323
H 1.834 4.465 4.598  0.352
H 0.498 4.949 3.552  0.297
H 2.072 4.592 2.850  0.344
H 0.569 3.046 1.371  0.401
H -0.126 0.708 1.086  0.210
H -1.818 -0.455 -0.639  0.610

(4)
Computed, not measured: a molecular structure, C18H22N6O6Pd, with ωB97M-V/def2-TZVPD.

energy relative to the best compared isomer or geometry (same formula, charge and spin): 0.0 kcal/mol
HOMO: -14.8 eV
net charge: +2
spin multiplicity: 1

Last column: Mulliken charge in e.
Element x y z (Å)
Pd -0.019 -0.180 -0.001  0.923
O 3.881 4.139 0.099  -0.493
C 4.473 2.981 -0.106  0.467
O 5.659 2.846 -0.206  -0.532
C 3.607 1.754 -0.215  0.499
C 4.137 0.493 -0.418  -0.256
N 3.119 -0.380 -0.456  -0.265
N 1.948 0.250 -0.310  -0.016
C 2.225 1.544 -0.149  -0.464
C 1.047 2.443 0.095  0.597
O 1.175 3.637 0.221  -0.752
O -0.095 1.808 0.170  -0.534
H 2.901 4.086 0.154  0.410
H 5.166 0.196 -0.539  0.567
H 3.159 -1.372 -0.626  0.128
O 1.091 0.020 3.187  -0.168
C 0.331 -0.448 2.508  0.181
C -4.105 1.017 1.214  -0.846
C -2.589 0.743 1.237  -0.511
N -2.189 -0.098 0.077  0.845
C -2.609 0.575 -1.179  -0.486
C -4.144 0.726 -1.225  -0.688
N -4.697 0.233 0.080  -0.038
C -4.397 -1.225 0.256  -0.958
C -2.866 -1.409 0.182  -0.804
H -4.336 2.066 1.042  0.337
H -4.597 0.696 2.130  0.342
H -2.303 0.214 2.144  0.528
H -2.026 1.672 1.187  0.387
H -2.263 -0.022 -2.021  0.396
H -2.113 1.543 -1.216  0.411
H -4.599 0.135 -2.017  0.319
H -4.451 1.764 -1.342  0.342
H -5.709 0.365 0.079  0.272
H -4.915 -1.767 -0.533  0.368
H -4.808 -1.529 1.216  0.344
H -2.596 -2.009 -0.686  0.415
H -2.500 -1.915 1.074  0.480
N 0.615 -5.552 2.317  -0.346
C -0.185 -5.577 1.229  0.123
O -1.104 -6.343 1.055  -0.546
C 0.060 -4.514 0.181  0.140
C 0.102 -4.878 -1.161  -0.237
C 0.195 -3.885 -2.122  -0.939
C 0.183 -2.563 -1.720  -0.597
N 0.104 -2.207 -0.427  0.364
C 0.076 -3.171 0.506  -0.553
H 0.486 -6.277 3.007  0.251
H 1.481 -5.042 2.328  0.225
H 0.052 -5.925 -1.433  0.519
H 0.255 -4.124 -3.175  0.470
H 0.230 -1.756 -2.440  0.584
H 0.014 -2.846 1.537  0.797

(5)
Computed, not measured: C18H22N8O3 in the gas phase, with ωB97M-V/def2-TZVPD.

energy relative to the best compared isomer or geometry (same formula, charge and spin): 11.5 kcal/mol
HOMO: -8.8 eV
net charge: 0
SMILES: C[C@@](CO)(CNC(=O)c1cn2cnnc2cn1)NC(=O)Cc1cncn1C1CC1
spin multiplicity: 1

Last column: Mulliken charge in e.
Element x y z (Å)
C 2.162 -0.526 2.829  -1.784
C 1.208 0.660 2.747  1.849
C 1.242 1.416 4.092  -1.255
O 0.654 0.698 5.144  -0.598
C 1.629 1.692 1.693  -1.537
N 1.914 1.248 0.328  -0.071
C 1.434 0.232 -0.409  -0.187
O 0.769 -0.726 -0.029  -0.861
C 1.814 0.338 -1.859  0.818
C 1.238 -0.521 -2.722  -0.320
N 1.552 -0.381 -4.050  0.161
C 1.187 -1.025 -5.192  -0.053
N 1.794 -0.487 -6.218  -0.485
N 2.576 0.533 -5.781  -0.575
C 2.427 0.594 -4.478  0.316
C 2.978 1.462 -3.491  -0.154
N 2.680 1.340 -2.241  -0.525
N -0.126 0.152 2.415  0.017
C -1.324 0.701 2.700  0.456
O -1.539 1.550 3.557  -0.731
C -2.453 0.128 1.850  -0.583
C -2.253 0.426 0.398  0.203
C -1.657 1.470 -0.248  -0.445
N -1.693 1.289 -1.610  -0.642
C -2.313 0.152 -1.783  -0.444
N -2.668 -0.427 -0.603  0.328
C -3.362 -1.668 -0.429  -0.163
C -3.004 -2.812 -1.325  -0.729
C -2.599 -2.838 0.120  -0.343
H 3.186 -0.170 2.964  0.351
H 1.891 -1.135 3.691  0.479
H 2.119 -1.140 1.931  0.303
H 2.296 1.556 4.347  0.542
H 0.782 2.400 3.979  0.408
H -0.297 0.864 5.064  0.371
H 0.843 2.452 1.656  0.283
H 2.537 2.186 2.048  0.507
H 2.476 1.887 -0.220  0.383
H 0.543 -1.287 -2.420  0.670
H 0.501 -1.854 -5.219  0.435
H 3.658 2.247 -3.798  0.485
H -0.094 -0.437 1.587  0.200
H -2.477 -0.953 2.003  0.290
H -3.389 0.538 2.228  0.420
H -1.197 2.339 0.197  0.508
H -2.543 -0.309 -2.731  0.504
H -4.399 -1.560 -0.140  0.312
H -3.807 -3.457 -1.651  0.261
H -2.227 -2.651 -2.057  0.210
H -1.553 -2.676 0.344  0.134
H -3.116 -3.507 0.792  0.281